Entry from OMol25: 11 unconnected molecules or ions with the total composition C4H29NO11 in a non-equilibrium geometry (ωB97M-V/def2-TZVPD).

Each line ends with the natural charge from an NBO analysis.
Atoms and positions in Å:
C1 -2.144 -2.245 2.348  -0.6398
C2 -0.703 -1.748 2.135  -0.2330
N1 -0.710 -0.309 1.827  -0.6557
C3 -0.360 0.711 2.790  -0.3146
C4 1.138 0.654 3.088  0.4467
O1 1.773 1.684 3.139  -0.5682
H1 -2.402 -2.512 3.372  0.2102
H2 -2.448 -3.047 1.661  0.2221
H3 -2.888 -1.457 2.129  0.2103
H4 -0.234 -2.308 1.335  0.2159
H5 -0.004 -1.834 2.970  0.1893
H6 -1.479 -0.019 1.251  0.3695
H7 -0.481 1.644 2.235  0.2136
H8 -0.931 0.756 3.720  0.1900
H9 1.696 -0.298 3.115  0.1379
O2 2.679 -1.652 -2.553  -0.9827
H10 2.292 -2.029 -1.741  0.4983
H11 3.532 -2.073 -2.674  0.4627
O3 0.115 0.395 -1.661  -0.9933
H12 1.001 0.732 -1.504  0.5123
H13 0.035 -0.078 -2.489  0.4906
O4 1.431 -2.034 -0.093  -0.9923
H14 0.626 -1.502 -0.055  0.4835
H15 2.126 -1.473 0.313  0.5086
O5 -1.015 3.585 -1.592  -0.9444
H16 -0.647 3.474 -0.720  0.4648
H17 -1.490 2.748 -1.717  0.4923
O6 1.450 2.847 -2.948  -0.9678
H18 0.852 3.260 -2.311  0.4866
H19 1.058 3.041 -3.803  0.4696
O7 -2.244 -0.734 -0.882  -0.9895
H20 -2.010 -1.248 -1.655  0.4912
H21 -1.416 -0.312 -0.599  0.4914
O8 -0.907 -3.117 -3.086  -0.9546
H22 -0.854 -2.694 -3.950  0.4717
H23 -0.069 -3.582 -2.972  0.4846
O9 2.270 2.426 0.184  -0.9685
H24 1.852 2.733 1.002  0.4929
H25 2.689 3.187 -0.221  0.4981
O10 -4.275 1.570 -0.736  -0.9559
H26 -5.080 1.067 -0.893  0.4698
H27 -3.639 0.935 -0.379  0.4836
O11 3.128 -0.106 0.722  -0.9783
H28 3.941 0.159 1.172  0.4786
H29 2.748 0.801 0.728  0.5019

Calculated values
Energy relative to the best compared isomer or geometry (same formula, charge and spin) in kcal per mole: 59.2
E_HOMO in eV: -9.0
Total charge: 0
Calculated total energy in hartree: -1052.162791
LUMO level in eV: 0.22
SMILES: CCNCC=O.O.O.O.O.O.O.O.O.O.O